Record 1
{"formula": "C3H4O3", "method": "the ωB97M-V functional and the def2-TZVPD basis", "species": ["O", "O", "O", "C", "C", "C", "H", "H", "H", "H"], "xyz": [[1.11653, 1.39337, -0.26851], [-0.57824, 1.10842, -1.69290], [-1.50008, -1.09816, -0.41038], [-0.46457, -0.59791, 0.01729], [0.14538, 0.79282, -0.62813], [0.17756, -0.79680, 1.30605], [-0.37561, -1.37587, 2.03866], [0.79125, -1.25540, 0.09445], [-0.20286, 1.89532, -2.12374], [0.89063, -0.06580, 1.66723]], "gap_ev": 9.60, "e_above_lowest_kcal_mol": 69.6, "total_energy_ev": -9315.681}

Record 2
{"formula": "C17H16BrN3O3", "method": "the ωB97M-V functional and the def2-TZVPD basis", "species": ["Br", "O", "O", "O", "N", "N", "N", "C", "C", "C", "C", "C", "C", "C", "C", "C", "C", "C", "C", "C", "C", "C", "C", "C", "H", "H", "H", "H", "H", "H", "H", "H", "H", "H", "H", "H", "H", "H", "H", "H"], "xyz": [[-1.24854, -4.49651, -0.65481], [2.40504, -0.33992, 2.18627], [-0.19730, -0.26305, -2.62432], [0.52698, -2.56213, 0.13075], [-1.48042, 0.13233, -2.39506], [-0.35122, 0.13419, -0.47819], [2.44213, -0.31781, -0.07403], [-0.86112, -2.97662, 1.84018], [-4.99793, 1.55701, 0.99496], [0.42473, -0.24651, -1.43981], [2.78226, 2.07363, -0.57691], [-2.68900, 0.90840, 0.99059], [1.96834, -0.75228, 1.12536], [0.88178, -1.75068, 1.15919], [-3.91820, 1.03990, -1.08459], [-1.54739, 0.36146, -1.10935], [-0.51884, -3.28277, 0.55690], [-5.04412, 1.42864, -0.38518], [4.67555, 0.40734, -0.82412], [1.84966, -0.67398, -1.33854], [-2.73483, 0.77967, -0.39608], [-3.82185, 1.29618, 1.68036], [3.40815, 0.78008, -0.05951], [0.05909, -1.98270, 2.23292], [0.11788, -1.48646, 3.17894], [2.41145, -0.19878, -2.14453], [1.90104, -1.75682, -1.50569], [5.43396, 1.16653, -0.65459], [-1.65822, -3.40437, 2.41140], [-3.78885, 1.39651, 2.75505], [-1.76329, 0.70088, 1.50567], [2.58833, 2.02973, -1.64700], [3.45701, 2.90441, -0.38978], [1.84533, 2.26513, -0.05920], [-5.88123, 1.86084, 1.53718], [-5.96266, 1.63238, -0.91509], [-3.93271, 0.93185, -2.15772], [4.50019, 0.34143, -1.89606], [5.05922, -0.54727, -0.47332], [3.65957, 0.91012, 0.99775]], "smiles": "CC(C)N(Cc1nc(-c2ccccc2)no1)C(=O)c1ccc(Br)o1", "gap_ev": 9.25, "e_above_lowest_kcal_mol": 0.0, "total_energy_ev": -98542.899}

Record 3
{"formula": "C20H18N3OV", "method": "the ωB97M-V functional and the def2-TZVPD basis", "species": ["V", "O", "N", "N", "N", "C", "C", "C", "C", "C", "C", "C", "C", "C", "C", "C", "C", "C", "C", "C", "C", "C", "C", "C", "C", "H", "H", "H", "H", "H", "H", "H", "H", "H", "H", "H", "H", "H", "H", "H", "H", "H", "H"], "xyz": [[0.57449, 0.85798, 0.76795], [1.04543, -0.70158, 0.16856], [2.55275, 3.75585, 3.58000], [1.64674, 2.04972, 2.07106], [1.50887, 5.62097, 4.85387], [-1.27752, -0.38769, 1.21132], [-1.68729, 0.97562, 1.28498], [-1.64404, -4.43392, -1.24090], [-0.38637, 2.83701, -0.34002], [2.00226, 2.90852, 2.81222], [1.89827, 2.66119, -0.69104], [-0.75594, -3.40702, -0.94699], [-0.26217, 0.54277, 3.06989], [-1.11830, -2.45291, -3.17600], [1.67070, -1.68754, -0.75239], [1.98191, 4.75356, 4.24051], [-0.34324, -2.46432, -1.97963], [0.81032, -1.70913, -1.95009], [-2.22175, -4.51047, -2.52496], [-2.00904, -3.47601, -3.45079], [-0.13851, 1.68850, -1.16977], [-0.33623, -0.64639, 2.27094], [1.28015, 1.58029, -1.37449], [0.87417, 3.39250, -0.03085], [-1.02248, 1.55265, 2.41680], [-2.53203, -3.52922, -4.41157], [2.65800, -1.30020, -1.07632], [-2.91482, -5.32547, -2.74452], [-1.02052, -1.66365, -3.92607], [-1.66494, -1.12078, 0.51951], [2.96436, 2.89856, -0.64127], [0.18777, -1.58764, 2.44007], [0.29441, 0.65691, 4.00104], [0.90732, -0.82278, -2.58541], [1.04232, 4.33622, 0.45073], [-1.89471, -5.17213, -0.46542], [1.72428, 0.91947, -2.11044], [-0.86838, 1.06660, -1.66323], [-1.21124, 2.56169, 2.79560], [-2.44172, 1.43723, 0.63327], [-0.27834, -3.22118, 0.02324], [1.77671, -2.68430, -0.26072], [-1.37164, 3.25051, -0.09868]], "gap_ev": [6.03, 5.90], "e_above_lowest_kcal_mol": 24.3, "total_energy_ev": -53235.120, "spin_multiplicity": 4, "total_charge": -1}

Record 4
{"formula": "C38H58CrN9O2SSeSi5Te", "method": "the ωB97M-V functional and the def2-TZVPD basis", "species": ["Te", "Se", "Cr", "S", "Si", "Si", "Si", "Si", "Si", "O", "O", "N", "N", "N", "N", "N", "N", "N", "N", "N", "C", "C", "C", "C", "C", "C", "C", "C", "C", "C", "C", "C", "C", "C", "C", "C", "C", "C", "C", "C", "C", "C", "C", "C", "C", "C", "C", "C", "C", "C", "C", "C", "C", "C", "C", "C", "C", "C", "H", "H", "H", "H", "H", "H", "H", "H", "H", "H", "H", "H", "H", "H", "H", "H", "H", "H", "H", "H", "H", "H", "H", "H", "H", "H", "H", "H", "H", "H", "H", "H", "H", "H", "H", "H", "H", "H", "H", "H", "H", "H", "H", "H", "H", "H", "H", "H", "H", "H", "H", "H", "H", "H", "H", "H", "H", "H"], "xyz": [[1.37627, 2.37760, -0.91184], [0.67441, 0.00681, -2.89899], [-0.00798, 0.08392, -0.53390], [-1.05819, -2.58584, 0.42247], [3.58584, 5.13940, -0.50649], [0.24581, 5.89712, 0.96006], [0.18640, -1.89725, -4.03732], [2.90849, 3.62369, 2.79895], [1.83681, 4.19388, 0.77298], [-0.35997, -2.15935, -0.80214], [-0.32122, -3.42807, 1.33669], [1.86836, -0.76982, 0.42788], [-3.27528, -1.99045, 2.25654], [-1.46923, -1.17591, 0.99676], [-3.05544, 0.30893, 1.70299], [-5.50369, -6.03309, -1.51694], [-1.79313, 0.93379, -1.02587], [0.06239, 0.90624, 1.90399], [-7.02289, 2.29499, -0.66377], [1.07439, -1.08363, 2.63696], [1.80399, 3.68686, 4.32011], [4.10661, 6.86934, 0.05219], [-2.62902, -0.95853, 1.68318], [-2.41749, -3.57170, -0.13708], [-4.48602, -5.19867, -1.05592], [-3.86277, -4.29829, -1.91592], [-5.02769, -0.46498, 2.78320], [0.97722, 7.26146, 2.04184], [3.66905, 1.91038, 2.63667], [-2.80390, 0.05877, -1.33372], [-4.46577, -1.72821, 2.77789], [-1.24393, 1.13529, 4.34813], [-0.13713, 6.56915, -0.75526], [-1.39161, 5.42528, 1.75604], [-4.12627, 0.35925, -1.29659], [-0.74816, 1.93182, 2.17188], [-4.03389, -5.29895, 0.26361], [0.22554, -0.00923, 2.85468], [5.08455, 3.99701, -0.41939], [-3.00877, -4.49522, 0.71853], [2.85601, -1.01742, -0.45983], [-2.19286, 2.21493, -0.75765], [2.90412, -2.37514, 1.87214], [-4.23761, 0.53872, 2.23777], [0.80344, -3.51414, -3.31440], [-5.90130, 2.01599, -0.78316], [-3.49209, 2.61418, -0.70544], [1.11319, -1.63775, -5.65164], [-0.42593, 0.05358, 4.09061], [3.85471, -1.93814, -0.26154], [-1.64043, -2.02173, -4.47020], [-4.54687, 1.67383, -0.92629], [4.25519, 4.89171, 3.18584], [-2.83178, -3.49600, -1.45707], [-1.40434, 2.10732, 3.37468], [3.85237, -2.66376, 0.92857], [3.12737, 5.31646, -2.32349], [1.93834, -1.39006, 1.60210], [-0.88388, 2.63530, 1.36062], [0.97463, -4.21721, -4.13687], [4.60286, -2.09168, -1.02558], [2.38082, 3.34011, 5.18527], [-5.99903, -5.69178, -2.32478], [-1.17524, 6.90865, -0.80625], [1.47828, 4.70897, 4.53015], [-3.71622, 3.65183, -0.49354], [5.03744, 4.93771, 2.42968], [4.72746, 4.60475, 4.13263], [1.05739, -1.77846, 3.36339], [0.92000, 3.05542, 4.23564], [2.17878, -1.84143, -5.52526], [4.39207, 6.92086, 1.10292], [-1.76233, 1.21030, 5.29599], [3.92683, 5.86384, -2.83517], [2.88352, -2.88691, 2.82529], [-2.66502, -4.56480, 1.73933], [0.73524, -2.30432, -6.43352], [2.99727, 4.34902, -2.80637], [1.96772, 7.57991, 1.72089], [4.96722, 7.18806, -0.54557], [0.10070, -3.96146, -2.61436], [-2.05539, 2.95687, 3.52376], [-1.83771, -1.39391, -5.34311], [1.00259, -0.60824, -5.99641], [1.04147, 6.94490, 3.08589], [-1.92893, -3.04635, -4.72417], [-4.85112, -0.40525, -1.54546], [-0.00070, 5.80723, -1.52502], [5.79717, 4.23455, -1.21477], [4.59560, -3.42728, 1.12036], [-4.98909, -2.57307, 3.21888], [-2.32595, -2.82661, -2.13847], [3.25381, 1.36858, 1.78283], [-1.89949, 4.60797, 1.24085], [-2.47936, -0.93159, -1.61328], [-2.28975, -1.65499, -3.67365], [5.61068, 4.08463, 0.53302], [2.20057, 5.87839, -2.45400], [-4.57547, 1.57199, 2.22773], [-2.05581, 6.29496, 1.71890], [3.47571, 1.32177, 3.53854], [-6.12847, -6.37413, -0.80459], [-4.17899, -4.23007, -2.95033], [-6.00907, -0.26850, 3.18842], [-4.49532, -6.01674, 0.93245], [2.80288, -0.44477, -1.37344], [0.31502, 8.13383, 2.00343], [-0.28627, -0.73388, 4.82030], [4.77773, 2.95586, -0.53904], [-1.25800, 5.15008, 2.80521], [-1.39956, 2.93153, -0.59241], [3.84141, 5.89399, 3.31554], [4.75130, 1.97656, 2.50011], [0.50788, 7.41708, -1.00025], [1.74626, -3.36714, -2.78529], [3.30609, 7.59171, -0.12089]], "gap_ev": [4.29, 6.95], "e_above_lowest_kcal_mol": 0.0, "total_energy_ev": -209146.137, "spin_multiplicity": 5, "total_charge": -1}

Record 5
{"formula": "C9H27F6N3O8S2", "method": "the ωB97M-V functional and the def2-TZVPD basis", "species": ["S", "S", "F", "F", "F", "F", "F", "F", "O", "O", "O", "O", "O", "O", "O", "O", "N", "N", "N", "C", "C", "C", "C", "C", "C", "C", "C", "C", "H", "H", "H", "H", "H", "H", "H", "H", "H", "H", "H", "H", "H", "H", "H", "H", "H", "H", "H", "H", "H", "H", "H", "H", "H", "H", "H"], "xyz": [[-0.21036, -0.79800, -4.56032], [-0.19253, -2.80759, -2.90297], [0.21709, -2.60365, -0.27488], [0.12857, 1.55839, -3.31309], [1.02323, 1.37058, -5.25951], [2.00480, 0.40355, -3.62912], [-0.47862, -4.54033, -0.88369], [-1.85647, -2.79861, -0.78126], [1.22886, 1.68325, -0.24564], [-3.44121, -0.84239, -2.94189], [-1.35431, -0.29221, -5.28130], [0.75644, -1.62879, -5.22888], [-0.02116, 0.09482, 5.20054], [-1.09282, -3.63665, -3.69711], [1.22582, -3.06964, -2.90323], [-2.49918, 2.71075, -1.00902], [-0.66958, -1.33198, -2.96820], [-1.15027, 0.31998, -0.83618], [-1.90141, -0.53103, 1.95822], [3.42138, 1.88840, 0.92084], [2.49590, -0.30874, 0.07438], [-0.87414, 1.60253, 2.66320], [0.81472, 0.73888, -4.11189], [-0.62772, -3.25618, -1.08150], [-0.92245, 0.10738, 2.84386], [1.31774, -0.12396, 4.82841], [2.57019, 1.19029, -0.14588], [-0.97840, -0.40595, 4.29430], [-2.81603, -0.10121, 2.06107], [1.56364, -1.17096, 4.61530], [-0.29292, 0.83565, -0.55122], [3.56307, 2.93242, 0.62393], [-0.83914, -1.49304, 4.28939], [-2.52374, -1.18764, -3.00410], [-1.72192, 2.12974, 3.11098], [4.40603, 1.42281, 0.92269], [2.12800, -0.76075, -0.84609], [1.59855, 0.50879, 3.98243], [0.05283, 2.06222, 3.01349], [1.80335, -0.55952, 0.88306], [3.05816, 1.31751, -1.11760], [-1.49036, -0.24251, -0.03940], [-1.97721, -0.16346, 4.66283], [-3.89867, -1.46446, -2.36706], [-1.80034, 1.10046, -1.04225], [-2.01464, -1.51454, 2.17945], [3.42178, -0.76261, 0.42391], [0.06321, -0.20759, 2.48059], [-2.81417, 3.19507, -0.23704], [-2.84084, 3.20211, -1.76637], [1.92236, 0.12965, 5.69878], [-0.81694, 1.92847, 1.62190], [3.01511, 1.91153, 1.93197], [-1.02095, -0.31993, -1.66666], [1.33766, 2.57872, -0.59218]], "gap_ev": 9.41, "e_above_lowest_kcal_mol": 23.5, "total_energy_ev": -68594.949}

Record 6
{"formula": "C17H16N6O4", "method": "the ωB97M-V functional and the def2-TZVPD basis", "species": ["O", "O", "O", "O", "N", "N", "N", "N", "N", "N", "C", "C", "C", "C", "C", "C", "C", "C", "C", "C", "C", "C", "C", "C", "C", "C", "C", "H", "H", "H", "H", "H", "H", "H", "H", "H", "H", "H", "H", "H", "H", "H", "H"], "xyz": [[-0.85453, -3.06384, -0.38448], [2.02253, 2.98268, -1.58808], [-4.88386, -1.40425, 0.91234], [7.36009, 4.46032, 0.06269], [6.23016, 2.70457, -2.72439], [-2.72034, -1.82252, 0.15307], [3.00606, 3.78570, 0.21484], [7.50992, 3.76131, -1.17282], [5.95535, 4.48567, 0.39021], [3.42547, 3.09263, -1.90288], [0.58079, 3.44305, 0.43692], [-2.79388, -4.11098, 0.46468], [-5.11926, -4.44756, 1.15134], [1.86116, 3.40020, -0.28631], [6.33121, 3.44203, -1.53549], [-0.64548, 1.32199, 0.11935], [5.36957, 3.92592, -0.62382], [-1.21231, -0.01046, 0.67512], [-3.67636, -6.34982, 0.73034], [0.15999, 2.13354, 1.10475], [-4.06180, -3.58438, 0.78064], [-1.96379, -2.95737, 0.08407], [-2.61149, -5.49538, 0.48621], [-2.26433, -0.48815, -0.26274], [3.93178, 3.60062, -0.78071], [-4.89823, -5.81758, 1.12564], [-3.97768, -2.15825, 0.58328], [-1.67157, 0.19513, 1.64714], [1.01453, 1.54082, 1.50764], [-3.50535, -7.41851, 0.68066], [0.68149, 4.20650, 1.23767], [-1.63726, -5.91037, 0.26665], [-6.10113, -4.06815, 1.48550], [-5.72505, -6.49269, 1.37814], [-1.83192, -0.55186, -1.28713], [-1.45949, 1.93218, -0.28171], [5.31637, 2.45327, -3.09347], [-0.49219, 2.33048, 1.98761], [-3.09979, 0.23862, -0.27439], [0.02045, 1.11040, -0.72455], [-0.19883, 3.78254, -0.27294], [-0.42659, -0.74261, 0.85626], [7.05557, 2.56453, -3.32687]], "smiles": "Nc1nonc1-c1noc(CCCCCN2C(=O)c3ccccc3C2=O)n1", "gap_ev": 8.82, "e_above_lowest_kcal_mol": 0.0, "total_energy_ev": -35016.451}